Computed, not measured: 2 unconnected molecules or ions with the total composition C4H14N3, with ωB97M-V/def2-TZVPD.

```
21
C4H14N3 ωB97M-V/def2-TZVPD
C 0.717 -2.186 -1.838
C 0.550 0.125 -1.264
N 0.369 -0.834 -2.170
N 1.473 0.112 -0.245
N -0.141 1.301 -1.357
H -0.408 -0.524 -2.831
H 2.084 -0.656 -0.305
H 1.868 0.918 0.253
H -0.887 1.471 -2.082
H -0.366 1.734 -0.519
H 1.695 -2.297 -2.329
H 0.044 -2.766 -2.406
H 0.763 -2.401 -0.803
C -0.274 0.539 2.380
C -1.793 0.979 1.997
H -0.135 0.338 3.445
H 0.176 -0.298 1.936
H 0.407 1.290 2.387
H -1.614 2.070 2.072
H -1.882 0.491 1.057
H -2.644 0.597 2.622
```

Output
E_tot in eV: -8823.280
Multiplicity: 2
Net charge: +2
Energy relative to the best compared isomer or geometry (same formula, charge and spin) in kcal/mol: 99.9
Frontier orbital gap (spin up / spin down) in hartree: 0.3163 / 0.1098

Here are the natural (NBO) charges for atoms 1 to 8, given in e: -0.456, 0.610, -0.179, -0.660, -0.578, 0.486, 0.426, 0.489